Entry 1:
Here is a structure of composition C24H60InN4Na3O12P from the Open Molecules 2025 dataset. Energies are from ωB97M-V/def2-TZVPD.

```
105
Properties=species:S:1:pos:R:3:forces:R:3
In 5.0080 -1.0242 2.6924 -0.05 0.22 0.19
Na -1.1431 -2.7841 2.4798 -0.01 0.01 -0.26
Na 4.7372 -2.3706 -3.4527 -0.36 -0.06 -0.06
Na -0.1926 1.9951 -2.8710 -0.01 0.21 -0.07
P 1.2478 -1.3549 -1.0895 1.93 -1.04 1.25
O 2.2838 -0.2187 -0.7333 -0.69 0.02 -0.02
O 1.3277 -1.3734 -2.6154 -0.01 -0.21 0.60
O -0.0527 -0.7386 -0.5255 1.16 -0.84 -0.16
O 1.9010 -2.6044 -0.3277 -2.02 2.28 -1.44
C 5.8225 2.1050 6.9744 0.34 -0.05 0.53
O 4.6085 1.9555 6.3037 -1.41 -1.00 -0.50
C 3.4655 2.1828 7.1489 0.07 0.49 -0.37
C 2.3909 2.9047 6.3661 0.45 1.38 -1.13
N 1.9910 2.2109 5.1164 -0.46 -0.79 0.44
C 0.9666 2.8515 4.2809 -1.30 1.60 0.88
C -0.2438 3.6458 5.0082 2.23 0.54 -0.66
O 0.1132 5.0308 4.9352 0.17 -0.75 -1.21
C -0.6867 5.9357 5.6561 0.63 -0.44 1.14
H 6.6938 2.0052 6.3271 -0.35 0.31 -0.57
H 5.9737 1.2927 7.6853 -0.13 0.24 0.63
H 5.7911 3.1044 7.4084 0.64 -0.12 0.49
H 3.8044 2.7482 8.0170 -0.20 0.57 -0.10
H 2.9375 1.3612 7.6330 0.73 -1.24 -0.36
H 2.7915 3.8670 6.0471 0.03 0.15 -0.02
H 1.5651 3.1521 7.0332 -0.22 -0.23 0.12
H 1.6339 1.3152 5.4170 -0.14 -0.30 -0.03
H 0.4262 2.2105 3.5844 0.53 -0.95 0.26
H 1.4392 3.5679 3.6090 0.09 0.33 0.26
H -0.3277 3.3717 6.0598 -0.29 -0.35 0.05
H -1.1453 3.4189 4.4390 -0.35 0.21 0.20
H -0.3247 5.8660 6.6819 -0.51 0.01 0.54
H -1.7420 5.6667 5.6101 -0.11 0.40 -0.14
H -0.4346 6.9615 5.3874 -0.38 -0.19 -0.60
C -8.3969 0.7158 -3.7952 2.71 -1.01 -0.03
O -7.3038 1.4907 -4.3951 1.52 -0.03 -0.78
C -5.9790 0.7578 -4.7224 -1.27 0.15 1.52
C -5.1202 0.3238 -3.4394 -1.79 0.36 -0.42
N -4.2727 1.3699 -2.7810 -0.67 -1.33 -0.73
C -5.0365 2.4125 -2.1057 0.84 1.40 -1.01
C -4.9113 3.7350 -2.8605 0.06 0.93 1.41
O -3.6106 4.3213 -2.7939 0.27 -3.37 1.05
C -3.2537 5.1602 -3.7928 0.60 2.48 -0.39
H -8.3884 -0.2738 -4.2521 -0.22 -0.18 -0.11
H -9.4166 1.0970 -3.8509 0.57 0.80 -0.30
H -8.0439 0.5814 -2.7727 -0.81 -0.12 0.39
H -5.3226 1.3294 -5.3786 -0.62 0.87 0.14
H -6.2844 -0.0837 -5.3442 0.11 -0.46 0.44
H -4.6026 -0.6134 -3.6437 0.66 0.40 -0.37
H -5.9042 -0.0346 -2.7724 -0.11 0.13 0.58
H -3.6672 0.9182 -2.1106 -0.18 -0.24 -0.01
H -4.6412 2.6071 -1.1088 0.00 -0.22 0.13
H -6.1194 2.3052 -2.0427 -0.04 -0.81 0.03
H -5.4618 4.4115 -2.2068 -1.00 0.26 -0.58
H -5.2924 3.6946 -3.8810 -0.04 -0.05 0.04
H -3.2130 6.1304 -3.2977 -0.56 0.82 -0.66
H -3.9176 5.1497 -4.6573 0.05 0.08 -0.02
H -2.2094 5.1076 -4.1009 0.20 -0.97 -0.30
C -0.5152 -7.7131 -1.4684 0.47 0.44 1.20
O -0.3607 -8.3809 -0.2074 -1.34 -0.58 -0.09
C -1.6637 -8.7506 0.3863 1.39 0.28 0.20
C -1.5346 -9.9932 1.2731 1.90 1.37 0.09
N -0.4630 -9.7986 2.2764 -0.37 -1.17 0.74
C -0.3136 -10.9631 3.1931 2.15 0.52 -0.26
C 0.5273 -12.0763 2.5072 -0.07 0.71 -0.98
O 1.6845 -11.4739 1.9136 0.89 -0.58 -0.58
C 2.4680 -12.3946 1.0871 -0.63 0.07 0.59
H -1.3080 -6.9781 -1.3295 -0.44 -0.10 -0.67
H -0.6033 -8.3723 -2.3320 -0.54 -0.16 0.17
H 0.3790 -7.1143 -1.6416 0.26 -0.14 0.15
H -2.4257 -8.8416 -0.3878 0.03 -0.27 0.01
H -1.9619 -7.9580 1.0725 -0.12 0.56 -0.11
H -1.1168 -10.7696 0.6322 -0.87 -0.59 0.16
H -2.4616 -10.1339 1.8291 -0.43 -0.67 -0.64
H -0.4737 -8.9480 2.8209 -0.37 0.16 -0.26
H -1.2011 -11.2815 3.7400 -0.48 -0.44 -0.65
H 0.3476 -10.6942 4.0168 0.07 0.71 0.01
H -0.0489 -12.4713 1.6705 -0.17 -0.72 0.18
H 0.8833 -12.8264 3.2135 -0.54 -0.27 0.06
H 2.9030 -13.2288 1.6376 -0.08 0.06 0.58
H 3.3091 -11.8987 0.6026 -0.32 0.53 0.25
H 1.8779 -12.8775 0.3082 -0.41 0.27 -0.12
C 3.8578 8.1727 -2.2075 -1.28 0.36 -1.19
O 2.5396 7.5508 -2.4308 1.94 0.28 0.79
C 2.3361 6.5875 -1.4361 0.01 -1.07 -0.20
C 3.2754 5.3488 -1.5988 -0.61 -0.64 0.13
N 2.9927 4.4538 -2.7659 -1.35 1.89 2.21
C 3.3212 5.0981 -4.0137 0.69 -3.20 -0.55
C 3.1875 3.9822 -5.0747 -1.54 1.64 -0.89
O 1.7655 3.7546 -5.2373 -0.47 -1.17 0.14
C 1.3170 2.5118 -5.8390 1.79 1.01 0.62
H 4.7107 7.4943 -2.1872 -0.24 -0.24 -0.52
H 3.9459 8.7241 -1.2714 -0.62 0.19 0.09
H 3.8654 8.8338 -3.0741 0.74 0.19 0.32
H 1.2838 6.3080 -1.4877 -0.01 -0.26 -0.05
H 2.4956 7.0570 -0.4655 0.16 -0.18 0.34
H 3.2391 4.7070 -0.7185 -0.41 0.12 0.28
H 4.3055 5.7049 -1.5806 0.21 0.03 -0.37
H 3.3525 3.5245 -2.6015 0.48 0.27 -0.40
H 4.3915 5.3017 -3.9789 0.15 0.93 -0.39
H 2.6713 5.9367 -4.2638 0.28 -0.06 0.22
H 3.7038 3.0472 -4.8572 0.20 0.02 0.20
H 3.5445 4.4523 -5.9910 0.31 -0.55 -0.37
H 0.3182 2.2901 -5.4629 -0.27 0.30 -0.55
H 1.9586 1.6876 -5.5275 0.24 -0.24 0.30
H 1.4358 2.5373 -6.9222 -0.69 0.10 -0.09
```
Forces are in eV/Å.

Results
- HOMO-LUMO gap: 1.5 eV
- Total charge: +3
- HOMO level: -0.4753 Ha
- ΔE to the lowest compared entry with this formula, charge and spin: 153.6 kcal/mol

These are the Löwdin partial charges, in e, on atoms 1 to 8: 0.987 0.933 0.935 0.783 -0.012 -0.137 -0.268 -0.217

=====

Entry 2:
Here is a structure of composition C4H6O5 from the Open Molecules 2025 dataset. Energies are from ωB97M-V/def2-TZVPD.

```
15
Properties=species:S:1:pos:R:3:forces:R:3
O 2.4141 -0.6648 0.7290 -2.58 0.75 -1.58
C 1.4825 -0.1164 0.1997 3.86 -0.20 0.07
C 0.6288 0.9088 0.9273 -0.65 -0.66 -0.97
O -0.5544 1.2411 0.2118 0.86 1.11 0.19
C -1.5918 0.3998 0.1084 -1.41 -0.38 0.04
O -2.7083 0.8467 0.1307 0.56 -0.33 -0.13
C -1.2971 -1.0779 -0.0967 0.27 0.02 -0.23
O -0.0142 -1.3565 -0.6087 1.44 1.96 -2.11
H 0.4003 0.5224 1.9280 0.12 -0.01 -0.25
H 1.2140 1.8312 1.0162 -0.12 -0.25 -0.06
H -1.3851 -1.5759 0.8818 -0.02 0.06 -0.21
H -2.0785 -1.4775 -0.7529 0.02 0.10 0.18
O 1.7346 0.1768 -1.4647 -1.64 -0.75 2.12
H 0.4811 -0.6582 -1.5373 -0.82 -1.77 2.88
H 1.2741 1.0004 -1.6725 0.10 0.36 0.04
```
Forces are in eV/Å.

Results
- HOMO-LUMO gap: 10.8 eV
- Total charge: 0
- HOMO level: -0.3895 Ha
- ΔE to the lowest compared entry with this formula, charge and spin: 85.0 kcal/mol

These are the Löwdin partial charges, in e, on atoms 1 to 8: 0.142 -0.310 -0.061 0.015 -0.465 0.141 -0.149 -0.156

=====

Q: HOMO-LUMO gap of number 1 (C24H60InN4Na3O12P)?
A: 1.5 eV

=====

Q: Which value of HOMO level does entry 1 give?
A: -0.4753 Ha

=====

Q: ΔE to the lowest compared entry with this formula, charge and spin of number 1 (C24H60InN4Na3O12P)?
A: 153.6 kcal/mol

=====

Q: The highest HOMO level belongs to which entry?
A: C4H6O5